(1)
Computed, not measured: an isolated molecule of C16H16N2O2, with ωB97M-V/def2-TZVPD.

Cartesian coordinates (Å):
1 C -4.770 -2.414 1.046
2 O -3.691 -1.644 0.575
3 C -3.880 -0.324 0.321
4 C -5.090 0.336 0.504
5 C -5.202 1.687 0.224
6 C -4.110 2.398 -0.242
7 C -2.905 1.751 -0.427
8 C -2.756 0.392 -0.154
9 C -1.506 -0.315 -0.343
10 C -0.325 0.200 -0.706
11 C 0.850 -0.674 -0.854
12 O 0.833 -1.879 -0.682
13 N 1.986 -0.018 -1.227
14 C 3.255 -0.693 -1.352
15 C 4.260 -0.212 -0.342
16 C 5.581 0.045 -0.689
17 C 6.462 0.487 0.284
18 C 5.983 0.665 1.572
19 N 4.728 0.427 1.916
20 C 3.896 -0.002 0.986
21 H -4.376 -3.421 1.168
22 H -5.595 -2.434 0.327
23 H -5.135 -2.049 2.012
24 H -5.956 -0.196 0.865
25 H -6.151 2.181 0.372
26 H -4.201 3.451 -0.462
27 H -2.058 2.308 -0.795
28 H -1.540 -1.382 -0.165
29 H -0.179 1.254 -0.898
30 H 1.984 0.986 -1.299
31 H 3.652 -0.565 -2.366
32 H 3.040 -1.756 -1.190
33 H 5.914 -0.104 -1.707
34 H 7.494 0.692 0.046
35 H 6.627 1.013 2.369
36 H 2.882 -0.192 1.314

HOMO level   -8.365 eV
Relative energy (zero: lowest compared OMol25 entry of this formula, charge and spin)   37.4 kcal/mol
E_LUMO   0.0056 hartree
Total energy   -879.2826 Eh
SMILES string   COc1ccccc1/C=C/C(=O)NCc1cccnc1

Löwdin population analysis, charges in e, atoms 1 to 2: -0.0778, -0.0841

(2)
Computed, not measured: an isolated molecule of C6H10O at a distorted geometry, with ωB97M-V/def2-TZVPD.

Cartesian coordinates (Å):
1 C 2.373 0.326 -0.428
2 C 1.166 -0.299 -0.325
3 C 0.068 0.341 -1.081
4 C -1.010 0.840 -0.144
5 C -1.346 -0.347 0.648
6 C -0.549 -0.711 1.636
7 O -2.178 -1.294 0.224
8 H 3.344 -0.072 -0.214
9 H 2.421 1.392 -0.366
10 H 1.222 -1.357 -0.237
11 H 0.835 1.169 -1.474
12 H -0.293 -0.275 -1.901
13 H -1.884 1.212 -0.684
14 H -0.639 1.650 0.487
15 H -0.113 -0.007 2.314
16 H -0.776 -1.674 2.064
17 H -2.643 -0.893 -0.520

HOMO level   -8.366 eV
Relative energy (zero: lowest compared OMol25 entry of this formula, charge and spin)   65.1 kcal/mol
E_LUMO   0.0278 hartree
Total energy   -309.7387 Eh
SMILES string   C=CCCC(=C)O

Löwdin population analysis, charges in e, atoms 1 to 2: 0.0073, -0.2215

(3)
Computed, not measured: an isolated molecule of C4H9N3S at a distorted geometry, with ωB97M-V/def2-TZVPD.

Cartesian coordinates (Å):
1 C -2.349 -0.647 0.437
2 N -1.397 -0.440 -0.656
3 N -0.161 -0.028 -0.165
4 C 0.995 -0.894 -0.403
5 C 2.115 -0.036 0.195
6 N 1.574 1.302 -0.002
7 C 0.222 1.265 -0.082
8 S -0.797 2.592 -0.142
9 H -2.500 0.223 1.077
10 H -3.311 -0.914 -0.017
11 H -2.025 -1.492 1.057
12 H -1.739 0.327 -1.246
13 H 0.892 -1.866 0.077
14 H 1.137 -1.076 -1.454
15 H 2.232 -0.271 1.252
16 H 3.080 -0.189 -0.306
17 H 2.032 2.142 0.378

HOMO level   -8.324 eV
Relative energy (zero: lowest compared OMol25 entry of this formula, charge and spin)   14.7 kcal/mol
E_LUMO   0.0290 hartree
Total energy   -720.2499 Eh
SMILES string   CNN1CCNC1=S

Löwdin population analysis, charges in e, atoms 1 to 2: -0.1101, -0.0718

(4)
Computed, not measured: C3H8N3 as an isolated structure at a distorted geometry, with ωB97M-V/def2-TZVPD.

Cartesian coordinates (Å):
1 C 0.275 -0.585 -1.397
2 C -1.190 -0.339 -1.235
3 C -0.347 -0.319 1.139
4 N -0.036 1.053 1.312
5 N 1.175 1.315 1.374
6 N -0.325 0.130 -0.248
7 H 0.607 -1.570 -1.035
8 H 0.829 -0.064 -2.107
9 H -1.494 0.522 -1.826
10 H -1.915 -1.130 -1.298
11 H 0.417 -1.019 1.412
12 H -1.262 -0.748 1.516
13 H 1.770 0.544 1.450
14 H 1.497 2.209 0.942

HOMO level (alpha / beta)   -14.653 / -14.653 eV
Relative energy (zero: lowest compared OMol25 entry of this formula, charge and spin)   130.4 kcal/mol
E_LUMO (alpha / beta)   -0.1807 / -0.1806 hartree
Charge   +1
Total energy   -282.9559 Eh

Löwdin population analysis, charges in e, atoms 1 to 2: 0.0036, -0.0932

(5)
Computed, not measured: C23H34N6O5S5SiW as an isolated structure at a distorted geometry, with ωB97M-V/def2-TZVPD.

Cartesian coordinates (Å):
1 W -1.229 -2.157 -0.625
2 C 1.837 5.432 -3.757
3 N 1.908 4.180 -2.946
4 C 3.062 3.297 -3.059
5 C 0.987 3.872 -2.026
6 O 1.077 2.918 -1.252
7 C -0.247 4.737 -2.114
8 O -0.145 5.679 -1.014
9 C -1.171 6.609 -0.834
10 C -0.491 7.670 0.011
11 O -0.242 8.807 -0.447
12 N 0.281 7.058 1.078
13 C 1.705 6.617 0.803
14 C -0.119 7.263 2.428
15 H 1.590 6.255 -3.029
16 H 0.945 5.460 -4.390
17 H 2.801 5.662 -4.293
18 H 2.764 2.241 -3.216
19 H 3.574 3.285 -2.016
20 H 3.810 3.780 -3.758
21 H -1.087 3.992 -1.964
22 H -0.326 5.338 -3.037
23 H -1.906 6.133 -0.096
24 H -1.642 6.954 -1.760
25 H 2.134 7.266 0.020
26 H 1.799 5.544 0.571
27 H 2.275 6.757 1.797
28 H -1.203 7.533 2.490
29 H 0.374 8.122 2.932
30 H 0.147 6.412 3.078
31 S -3.409 -1.249 -1.144
32 S -1.580 -3.346 -5.456
33 S -2.719 -3.854 -4.016
34 S -2.405 -1.927 -2.891
35 N 0.663 -8.798 -0.309
36 C 0.916 -7.465 -0.592
37 C 2.164 -6.846 -0.400
38 C 2.351 -5.507 -0.764
39 C 1.368 -4.834 -1.493
40 C 0.091 -5.429 -1.732
41 C -0.162 -6.633 -1.108
42 S 1.712 -3.141 -2.184
43 O 3.076 -2.699 -2.094
44 O 1.136 -3.147 -3.536
45 N 0.711 -2.206 -1.258
46 C 1.095 -1.355 -0.299
47 N -0.051 -0.802 0.201
48 C -0.061 0.107 1.242
49 C 1.180 0.664 1.477
50 C 2.308 -0.024 1.035
51 N 2.324 -1.050 0.149
52 H 1.489 -9.428 -0.153
53 H -0.323 -9.088 -0.516
54 H 2.993 -7.444 -0.023
55 H 3.250 -4.954 -0.453
56 H -0.618 -4.934 -2.381
57 H -1.217 -6.956 -1.050
58 H -1.025 0.274 1.715
59 H 1.158 1.598 2.063
60 H 3.365 0.289 1.300
61 C -1.552 -2.447 4.440
62 Si -2.905 -3.454 3.483
63 C -4.598 -2.795 3.622
64 C -2.830 -5.325 3.993
65 C -2.354 -3.370 1.694
66 C -1.758 -3.579 0.596
67 H -2.049 -1.979 5.316
68 H -1.114 -1.643 3.846
69 H -0.748 -3.075 4.799
70 H -4.668 -2.133 4.543
71 H -5.435 -3.508 3.653
72 H -4.715 -2.108 2.769
73 H -3.438 -5.635 4.803
74 H -1.813 -5.591 4.444
75 H -3.069 -5.888 3.092

HOMO level (alpha / beta)   -6.394 / -6.719 eV
Relative energy (zero: lowest compared OMol25 entry of this formula, charge and spin)   60.3 kcal/mol
E_LUMO (alpha / beta)   -0.0357 / -0.0556 hartree
2S+1   3
Total energy   -3948.8248 Eh

Löwdin population analysis, charges in e, atoms 1 to 2: 0.9442, -0.0280

(6)
Computed, not measured: C27H33N5O2PdSTe as an isolated structure at a distorted geometry, with ωB97M-V/def2-TZVPD.

Cartesian coordinates (Å):
1 Pd -0.823 -0.170 0.150
2 C -4.145 -2.239 2.622
3 C -3.375 -1.162 1.922
4 O -2.189 -1.315 1.599
5 N -4.016 0.004 1.702
6 C -3.338 1.141 1.095
7 C -2.205 1.609 1.976
8 C -2.427 2.463 3.043
9 C -1.377 2.804 3.882
10 C -0.131 2.240 3.662
11 C 0.028 1.386 2.590
12 N -0.978 1.091 1.757
13 H -3.590 -3.170 2.579
14 H -5.128 -2.371 2.170
15 H -4.286 -1.963 3.669
16 H -4.960 0.114 2.033
17 H -4.068 1.932 0.939
18 H -2.940 0.842 0.127
19 H -3.422 2.852 3.215
20 H -1.535 3.494 4.700
21 H 0.711 2.458 4.303
22 H 0.980 0.914 2.391
23 C 2.066 1.740 -0.172
24 Te 0.111 2.086 -0.932
25 C 0.139 3.808 0.326
26 C 1.602 4.066 0.610
27 C 2.023 5.301 1.098
28 C 3.364 5.523 1.359
29 C 4.296 4.516 1.133
30 C 3.886 3.291 0.635
31 C 2.537 3.063 0.372
32 H 2.685 1.355 -0.979
33 H 2.007 0.977 0.602
34 H -0.436 3.658 1.240
35 H -0.317 4.634 -0.219
36 H 1.301 6.093 1.261
37 H 3.688 6.488 1.726
38 H 5.345 4.693 1.333
39 H 4.614 2.514 0.438
40 C 2.449 -1.976 -0.792
41 N 2.461 -1.675 -2.216
42 C 3.455 -2.391 -3.024
43 C 1.597 -0.812 -2.763
44 C 1.702 -0.563 -4.246
45 O 0.736 -0.208 -2.094
46 H 3.404 -1.700 -0.343
47 H 2.282 -3.042 -0.637
48 H 1.651 -1.421 -0.310
49 H 4.078 -2.983 -2.361
50 H 4.094 -1.699 -3.570
51 H 2.978 -3.062 -3.738
52 H 1.657 -1.491 -4.816
53 H 2.648 -0.075 -4.487
54 H 0.886 0.087 -4.546
55 N -2.347 -0.344 -2.935
56 C -2.000 -1.534 -2.408
57 N -1.455 -1.676 -1.229
58 C -1.214 -3.032 -0.934
59 C -0.626 -3.537 0.220
60 C -0.450 -4.906 0.332
61 C -0.865 -5.770 -0.683
62 C -1.459 -5.278 -1.830
63 C -1.617 -3.903 -1.942
64 S -2.300 -3.003 -3.272
65 H -1.989 0.485 -2.493
66 H -2.589 -0.280 -3.909
67 H -0.347 -2.874 1.027
68 H 0.004 -5.314 1.225
69 H -0.723 -6.836 -0.571
70 H -1.795 -5.946 -2.612

HOMO level (alpha / beta)   -13.416 / -13.416 eV
Relative energy (zero: lowest compared OMol25 entry of this formula, charge and spin)   35.9 kcal/mol
E_LUMO (alpha / beta)   -0.2563 / -0.2563 hartree
Charge   +2
Total energy   -2266.5816 Eh

Löwdin population analysis, charges in e, atoms 1 to 2: 0.7482, 0.0381

(7)
Computed, not measured: an isolated molecule of C5H9N3O at a distorted geometry, with ωB97M-V/def2-TZVPD.

Cartesian coordinates (Å):
1 C -1.241 -2.349 -0.601
2 O -0.893 -1.615 0.602
3 N 0.148 -0.746 0.475
4 N 1.571 -1.306 0.201
5 N 2.467 -0.532 -0.067
6 C 2.361 0.842 -0.134
7 C 1.159 1.382 -0.103
8 C -0.107 0.582 -0.006
9 C -1.069 1.498 0.793
10 H -1.534 -1.481 -1.285
11 H -2.196 -2.699 -0.292
12 H -0.349 -2.935 -1.015
13 H 3.137 1.559 -0.209
14 H 1.112 2.386 -0.226
15 H -0.686 0.366 -0.934
16 H -0.478 1.721 1.604
17 H -2.081 0.991 0.955
18 H -1.321 2.336 0.241

HOMO level (alpha / beta)   -8.273 / -8.273 eV
Relative energy (zero: lowest compared OMol25 entry of this formula, charge and spin)   159.6 kcal/mol
E_LUMO (alpha / beta)   0.0079 / 0.0079 hartree
Total energy   -435.2033 Eh
SMILES string   CON1N=NC=C[C@@H]1C

Löwdin population analysis, charges in e, atoms 1 to 2: -0.0510, -0.1651

(8)
Computed, not measured: a 8-piece molecular cluster, C20H33Br14NO2 overall at a distorted geometry, with ωB97M-V/def2-TZVPD.

Cartesian coordinates (Å):
1 O 5.514 20.535 14.650
2 N 6.002 21.117 15.592
3 O 6.251 22.304 15.596
4 C 6.312 20.355 16.797
5 C 6.212 18.981 16.757
6 C 6.707 18.239 17.819
7 C 7.190 18.888 18.959
8 C 7.233 20.268 19.002
9 C 6.806 21.018 17.917
10 H 5.889 18.478 15.854
11 H 6.770 17.161 17.734
12 H 7.565 18.341 19.814
13 H 7.530 20.765 19.918
14 H 6.965 22.090 17.870
15 Br 2.070 24.473 14.066
16 C 3.949 24.016 13.869
17 C 4.749 25.216 14.212
18 Br 6.594 24.927 13.766
19 H 4.071 23.676 12.848
20 H 4.162 23.193 14.537
21 H 4.675 25.424 15.273
22 H 4.423 26.070 13.632
23 Br 2.720 21.014 11.303
24 C 4.560 20.445 11.059
25 C 4.701 19.266 10.144
26 Br 3.913 19.469 8.398
27 H 4.893 20.219 12.065
28 H 5.135 21.298 10.702
29 H 4.212 18.392 10.572
30 H 5.739 18.977 10.009
31 Br 7.009 18.384 12.784
32 C 8.355 19.727 13.201
33 C 9.022 20.194 11.949
34 Br 10.355 21.515 12.416
35 H 8.994 19.232 13.923
36 H 7.885 20.553 13.730
37 H 8.295 20.660 11.293
38 H 9.531 19.387 11.437
39 Br 9.942 16.562 14.504
40 C 8.401 15.437 14.775
41 C 8.810 14.075 15.193
42 Br 7.295 13.151 15.940
43 H 7.786 15.411 13.880
44 H 7.810 15.921 15.546
45 H 9.606 14.084 15.932
46 H 9.183 13.485 14.359
47 Br 9.003 23.975 17.967
48 C 7.439 24.996 17.377
49 C 7.686 26.459 17.629
50 Br 6.109 27.467 17.130
51 H 6.599 24.600 17.942
52 H 7.297 24.725 16.339
53 H 8.536 26.829 17.067
54 H 7.851 26.644 18.683
55 Br 7.592 17.697 22.817
56 C 9.051 17.898 24.083
57 C 10.039 18.898 23.554
58 Br 11.138 19.595 24.994
59 H 9.480 16.901 24.151
60 H 8.647 18.121 25.063
61 H 9.586 19.740 23.043
62 H 10.728 18.446 22.845
63 Br 6.601 25.155 21.058
64 C 8.330 24.857 21.914
65 C 8.330 23.626 22.758
66 Br 8.671 22.029 21.712
67 H 8.483 25.749 22.518
68 H 9.056 24.853 21.109
69 H 7.380 23.479 23.262
70 H 9.098 23.663 23.527

HOMO level   -9.819 eV
Relative energy (zero: lowest compared OMol25 entry of this formula, charge and spin)   0.0 kcal/mol
E_LUMO   -0.0288 hartree
Total energy   -37023.2427 Eh
SMILES string   O=[N+]([O-])c1ccccc1.BrCCBr.BrCCBr.BrCCBr.BrCCBr.BrCCBr.BrCCBr.BrCCBr

Löwdin population analysis, charges in e, atoms 1 to 2: 0.0298, -0.3389